{"formula": "C20H22BrN4O4PtS2Sb", "method": "ωB97M-V with the def2-TZVPD basis set", "total_charge": 2, "orbital_gap_ev": [6.684, 6.846], "s2": 6.030, "e_above_lowest_kcal_mol": 4.4, "e_tot_ha": -5024.64960, "homo_ev": [-11.38, -14.10], "spin_multiplicity": 5, "symbols": ["Pt", "O", "S", "O", "O", "O", "N", "C", "C", "C", "C", "C", "C", "S", "N", "C", "C", "C", "C", "C", "C", "N", "H", "H", "H", "H", "H", "H", "H", "H", "H", "Br", "C", "C", "C", "C", "C", "N", "H", "H", "H", "H", "C", "Sb", "C", "C", "H", "H", "H", "H", "H", "H", "H", "H", "H"], "coordinates": [[-1.075, 0.988, 0.043], [-2.716, -0.934, 0.190], [-1.718, -1.647, 0.966], [-2.187, -2.818, 1.701], [-0.895, -0.724, 1.751], [-0.754, -2.349, -0.106], [3.239, 1.799, -0.212], [4.063, 0.713, -0.311], [5.455, 0.881, -0.385], [6.267, -0.219, -0.471], [5.728, -1.520, -0.488], [4.373, -1.699, -0.417], [3.525, -0.580, -0.329], [1.837, -0.832, -0.239], [1.138, 0.628, -0.203], [1.868, 1.807, -0.137], [1.177, 3.029, -0.009], [1.800, 4.302, 0.014], [1.038, 5.432, 0.122], [-0.357, 5.322, 0.208], [-0.909, 4.066, 0.184], [-0.179, 2.947, 0.080], [3.697, 2.695, -0.172], [5.875, 1.879, -0.371], [7.338, -0.085, -0.528], [6.386, -2.374, -0.557], [3.948, -2.695, -0.431], [2.873, 4.408, -0.058], [1.512, 6.404, 0.140], [-0.992, 6.190, 0.294], [-1.980, 3.931, 0.255], [-2.277, 1.542, -2.422], [-3.612, 1.934, -1.127], [-4.877, 2.357, -1.467], [-5.750, 2.600, -0.414], [-5.326, 2.409, 0.893], [-4.031, 1.981, 1.122], [-3.185, 1.753, 0.114], [-5.167, 2.488, -2.499], [-6.758, 2.935, -0.620], [-5.988, 2.587, 1.728], [-3.648, 1.811, 2.120], [-2.660, -5.190, -0.048], [-0.789, -4.304, 0.242], [0.266, -4.642, 2.014], [0.357, -4.735, -1.463], [-2.508, -6.260, -0.181], [-3.086, -4.760, -0.953], [-3.286, -4.977, 0.812], [0.633, -5.666, 2.024], [-0.410, -4.457, 2.843], [1.098, -3.940, 2.038], [0.578, -5.800, -1.505], [1.283, -4.164, -1.442], [-0.231, -4.448, -2.332]]}